[1]
Entry from OMol25: a structure of composition C56H50ClN8O7PRh at a distorted geometry (ωB97M-V/def2-TZVPD).

```
124
Properties=species:S:1:pos:R:3:forces:R:3:mulliken_charge:R:1
Rh 0.007800 -0.110200 0.199200 -0.377 -0.372 0.508 -0.203
C 6.206900 -1.328700 1.144400 -0.028 0.005 0.004 -0.794
C 6.075100 -0.958800 -0.183800 0.110 0.094 -0.001 -0.935
C 4.839800 -0.585200 -0.676700 -0.178 0.005 -0.069 -0.662
C 3.728000 -0.583100 0.161300 -0.451 -0.259 0.028 1.022
C 3.861100 -0.958200 1.492900 -0.080 0.154 -0.104 -0.078
C 5.101400 -1.330900 1.978900 0.078 0.057 0.129 -0.522
P 2.168900 0.103900 -0.470400 0.780 0.985 -0.151 2.166
C 2.190900 -0.248100 -2.252400 -0.319 -0.114 0.269 0.472
C 1.955600 0.745800 -3.196300 0.011 0.039 0.196 -0.812
C 1.824500 0.404800 -4.530600 0.029 0.023 -0.087 -0.826
C 1.916400 -0.920500 -4.923400 -0.056 0.056 -0.022 -0.714
C 2.146300 -1.913600 -3.984200 0.015 -0.117 -0.021 -1.262
C 2.277300 -1.581700 -2.650400 0.054 0.128 0.069 -0.519
C 2.480300 1.882600 -0.297900 0.002 -0.176 0.284 0.398
C 3.691900 2.531900 -0.251400 -0.303 -0.429 -0.072 -0.863
C 3.716100 3.926200 -0.120200 -0.072 0.313 0.048 -0.975
C 2.549900 4.646300 -0.067100 0.181 -0.068 0.012 -0.785
C 1.293400 4.007500 -0.122100 -0.055 -0.324 -0.184 0.611
C 0.064800 4.699500 -0.118900 -0.325 0.000 -0.013 -1.003
C -1.117600 4.010200 -0.202800 0.250 0.435 -0.364 -0.970
C -1.139900 2.608800 -0.265800 0.477 -0.411 0.220 -0.450
C 0.032000 1.882000 -0.172400 -0.735 0.153 0.971 0.577
C 1.264600 2.590700 -0.190600 -0.097 0.329 0.073 0.023
H 7.172600 -1.619600 1.524800 0.125 -0.057 0.070 0.419
H 6.934700 -0.956000 -0.836300 0.085 -0.035 -0.057 0.504
H 4.726300 -0.297800 -1.713300 0.069 0.000 -0.065 0.521
H 2.994900 -0.945200 2.141400 -0.060 -0.073 0.089 0.148
H 5.214200 -1.614300 3.013600 -0.020 -0.077 0.125 0.448
H 1.869800 1.778000 -2.884400 -0.008 0.050 -0.007 0.598
H 1.645500 1.177700 -5.262400 -0.024 0.047 -0.071 0.471
H 1.792300 -1.181600 -5.962000 0.025 -0.035 -0.137 0.431
H 2.212200 -2.946500 -4.289100 0.019 -0.110 -0.047 0.536
H 2.450000 -2.350800 -1.909600 0.017 -0.133 0.031 1.235
H 4.617300 1.976900 -0.307600 0.067 -0.009 -0.011 0.490
H 4.669000 4.430300 -0.063100 0.058 0.081 -0.010 0.434
H 2.580800 5.720900 0.034100 0.016 0.138 -0.043 0.429
H 0.069600 5.779100 -0.095600 -0.013 0.116 0.120 0.441
H -2.057200 4.542200 -0.237000 -0.035 0.113 -0.013 0.478
H -2.098600 2.121600 -0.371100 -0.008 -0.063 0.234 0.409
O -2.087400 -0.397800 -1.484300 0.384 -0.003 -0.351 -0.624
C -2.657700 -0.303900 -0.396700 -0.314 -0.144 0.055 0.108
O -2.020000 -0.244100 0.702200 0.552 0.241 0.337 -0.336
C -4.147900 -0.190200 -0.220400 -0.157 0.160 0.113 0.726
C -4.571400 0.475200 0.926900 -0.185 0.078 0.177 -0.395
C -5.924200 0.659700 1.167300 0.472 -0.648 -1.146 -0.571
C -6.874900 0.174900 0.281600 -0.149 -0.001 0.048 -0.356
C -6.436600 -0.504800 -0.846500 0.833 0.402 0.694 -0.297
C -5.083700 -0.685400 -1.117800 -0.065 0.009 -0.067 -0.351
N -7.427300 -1.045700 -1.768200 -0.080 -0.054 -0.068 1.046
O -7.014300 -1.686800 -2.705800 0.070 -0.191 -0.308 -0.609
O -8.587600 -0.818800 -1.523600 -0.397 0.031 0.000 -0.610
N -6.331100 1.368100 2.366400 -0.036 0.149 0.272 1.079
O -7.511600 1.564500 2.527400 -0.283 0.056 0.070 -0.622
O -5.448200 1.711000 3.124900 0.050 0.111 0.220 -0.626
H -3.845300 0.850200 1.633900 -0.052 -0.010 -0.055 0.675
H -7.930500 0.313700 0.465500 0.025 -0.004 -0.010 0.618
H -4.773400 -1.210100 -2.009900 -0.010 0.018 -0.034 0.635
C -0.857600 -1.196500 4.476100 -0.236 0.606 -1.133 -1.478
C -0.793000 -1.002100 3.135100 -1.142 -0.862 1.604 -1.406
N 0.124800 -0.228800 2.520600 1.927 1.611 -2.420 1.071
C 0.941000 0.521000 3.274900 -0.641 -0.078 -0.112 -0.848
C 0.904700 0.543000 4.665400 -0.199 0.194 -0.152 0.086
C 0.096500 -0.509500 5.383900 1.366 -1.125 -0.368 1.228
C 1.640700 1.434900 5.465700 -0.719 -0.519 0.144 -0.565
C 1.406100 1.497400 6.829600 0.778 -0.108 -0.432 -1.184
C 0.352400 0.799100 7.432100 -0.767 -0.728 -0.767 0.936
C 0.009100 0.895900 8.791800 -0.395 0.059 0.249 -0.732
C -1.137200 0.300800 9.248700 0.185 0.164 -0.859 -0.318
N -1.988600 -0.324900 8.397000 -0.266 -0.060 0.964 -0.546
C -1.628000 -0.471200 7.174100 0.157 -0.034 -0.687 0.095
N -0.468200 -0.015600 6.639600 0.098 0.990 1.484 0.079
H -1.562800 -1.906200 4.870500 -0.148 -0.091 -0.048 0.597
H -1.525200 -1.471600 2.496400 0.049 -0.079 -0.087 0.729
H 1.627800 1.164200 2.740800 0.065 0.124 -0.019 0.391
H 0.833700 -1.277100 5.718900 -0.110 0.215 0.265 0.005
H 2.360700 2.094300 5.010500 0.107 0.186 -0.098 0.544
H 1.994700 2.147600 7.456400 0.015 0.040 0.066 0.396
H 0.650000 1.462700 9.444900 0.084 0.085 0.093 0.422
H -1.449300 0.330600 10.279500 0.082 0.043 0.176 0.411
H -2.306000 -0.986900 6.512400 0.082 -0.035 -0.159 0.420
C 0.103400 -8.253900 -0.097300 0.104 0.102 0.134 -1.712
C 0.715000 -7.906200 1.268800 -0.021 0.057 -0.065 1.584
C 1.975800 -8.768200 1.453000 -0.196 0.164 0.046 -1.740
C -0.272700 -8.280900 2.377100 0.184 0.093 -0.127 -1.876
C 1.067700 -6.370200 1.307200 -0.128 -0.178 0.457 2.202
O 1.796300 -6.004400 0.158200 -0.059 -0.057 -0.200 -0.768
C 1.858100 -6.031500 2.599700 -0.072 0.119 -0.291 -1.570
C 2.646000 -4.708900 2.637100 -0.125 -0.313 -0.028 -0.415
C 3.776600 -4.639000 1.649200 0.071 0.129 0.068 0.705
C 4.971000 -5.305100 1.893400 -0.225 0.091 -0.027 -0.541
C 6.017900 -5.244700 0.991400 0.186 0.094 -0.239 -0.870
C 5.865700 -4.511600 -0.175400 -0.114 -0.111 0.198 -0.122
Cl 7.169000 -4.404500 -1.306200 0.134 0.013 -0.097 -0.231
C 4.680200 -3.845100 -0.441700 0.004 -0.105 -0.063 -1.597
C 3.651600 -3.903200 0.476900 0.244 -0.112 0.020 1.742
C -0.258800 -5.556100 1.219600 0.305 -0.835 0.066 -2.295
N -0.141800 -4.320300 0.502500 0.136 0.980 0.404 1.597
C 0.129800 -3.103500 0.967600 -0.087 -0.051 -0.275 -1.365
N 0.055700 -2.227700 -0.023600 -0.075 -0.552 1.015 1.168
C -0.276200 -2.982900 -1.098700 0.004 -0.074 0.122 -1.251
N -0.399500 -4.246800 -0.799800 -0.248 -0.548 -0.914 -1.104
H 0.119400 -9.329800 -0.239600 -0.063 -0.145 -0.015 0.497
H 0.668100 -7.790900 -0.902000 -0.013 -0.031 -0.110 0.327
H -0.931600 -7.934100 -0.177200 -0.138 0.036 -0.073 0.406
H 1.752700 -9.788900 1.154100 0.017 -0.087 -0.040 0.496
H 2.294300 -8.803700 2.492500 0.106 0.014 0.027 0.416
H 2.807500 -8.424000 0.839900 0.169 -0.036 -0.061 0.351
H -0.457200 -9.350500 2.334100 -0.087 -0.147 0.037 0.505
H -1.226800 -7.775600 2.261800 -0.192 0.044 -0.011 0.332
H 0.123700 -8.050700 3.362400 0.040 -0.016 0.157 0.364
H 2.578700 -6.562400 0.093700 0.090 0.052 -0.005 0.597
H 2.584900 -6.822200 2.771400 0.002 -0.065 0.096 0.273
H 1.159000 -6.039800 3.437400 0.031 -0.099 0.086 0.600
H 3.058000 -4.630500 3.646700 -0.056 0.118 0.006 0.859
H 1.985100 -3.861500 2.482800 0.014 0.119 0.081 -1.096
H 5.090400 -5.878700 2.801400 0.021 -0.056 0.132 0.550
H 6.948000 -5.751700 1.195200 0.095 -0.048 -0.023 0.479
H 4.576200 -3.284400 -1.357700 0.014 0.024 -0.073 0.769
H 2.734800 -3.370100 0.277000 -0.147 0.003 -0.045 -0.273
H -0.639000 -5.348800 2.219600 -0.061 -0.002 -0.074 0.279
H -0.990000 -6.132600 0.655700 -0.032 0.095 0.185 0.374
H 0.340800 -2.868800 1.989800 0.006 -0.014 0.168 0.897
H -0.434100 -2.582200 -2.077900 -0.088 0.077 -0.236 0.744
```
Forces are in eV/Å.

total charge	+1
LUMO energy	-4.0224	eV
multiplicity	1
E_HOMO	-10.117	eV

***

[2]
Entry from OMol25: a structure of composition C56H50F3HgO2P3S3 at a distorted geometry (ωB97M-V/def2-TZVPD).

```
118
Properties=species:S:1:pos:R:3:forces:R:3:mulliken_charge:R:1
Hg 8.479513 -19.558658 -11.949928 -0.265 -0.049 0.544 0.875
C 11.319350 -14.657531 -11.539026 1.088 0.485 0.984 -1.916
C 11.341087 -16.169087 -11.375757 1.255 -0.040 -0.172 2.136
C 11.200973 -16.941194 -12.710241 -1.309 1.912 0.672 -1.112
C 12.716965 -16.578673 -10.840511 0.619 -0.264 -0.434 0.230
C 13.896808 -16.216700 -11.539599 -1.137 -0.880 -0.206 -0.454
C 15.084169 -16.852411 -11.174105 0.304 0.032 -1.248 -1.451
C 15.109245 -17.803239 -10.173531 1.068 -0.451 1.177 -0.577
C 13.989176 -18.103746 -9.397350 1.456 0.039 -0.709 0.474
P 14.000451 -19.271283 -8.002190 -0.605 0.649 1.103 0.177
C 15.789797 -19.449941 -7.641604 0.565 -1.285 -1.068 -0.165
C 16.682212 -18.669827 -6.930115 1.097 0.708 -0.445 0.057
C 18.054022 -18.973320 -6.866126 -0.913 0.054 0.590 -0.904
C 18.493586 -20.166581 -7.394454 0.859 0.594 -0.099 -0.365
C 17.687656 -20.920410 -8.170679 -2.804 -1.402 -0.832 -0.683
C 16.324600 -20.585211 -8.300157 0.236 0.583 0.803 -0.289
C 13.411918 -18.078768 -6.666500 -0.767 -0.934 1.007 0.300
C 13.769160 -16.751407 -6.513649 0.054 0.138 -0.883 0.167
C 13.283539 -15.923091 -5.494166 -0.690 0.609 0.509 -0.883
C 12.345312 -16.449556 -4.583393 1.675 -1.725 0.209 -0.483
C 12.090020 -17.877199 -4.639310 -0.874 2.767 0.803 -0.358
C 12.535493 -18.620984 -5.669938 1.767 0.751 -1.563 -0.404
C 12.806665 -17.558498 -9.832333 0.025 1.852 -1.121 0.285
O 11.729737 -18.006678 -9.217834 -1.457 -1.282 1.262 0.607
C 10.463566 -17.596058 -9.519770 -0.086 0.029 -0.511 -1.257
C 9.395926 -18.286032 -8.973826 0.204 -1.282 1.708 0.165
C 8.108815 -17.797418 -9.103905 0.860 1.340 -1.178 0.340
C 7.920484 -16.654470 -9.894807 -0.579 -0.280 -0.199 -1.330
C 8.974774 -16.107602 -10.630840 -0.947 -0.878 0.757 -0.112
C 10.251552 -16.590027 -10.439469 0.268 0.116 -0.416 0.540
P 9.697008 -19.818085 -7.887733 0.494 1.599 0.176 0.429
C 8.919966 -21.145259 -8.829367 -2.131 0.761 0.221 0.383
C 9.549300 -22.344386 -8.788159 1.686 -1.019 -0.491 -0.740
C 9.098069 -23.427019 -9.501476 -1.406 -1.249 -0.854 -0.543
C 7.869433 -23.331039 -10.192220 1.248 -0.402 -0.054 -0.629
C 7.172099 -22.132252 -10.207806 -1.305 -0.666 -0.610 -0.109
C 7.663983 -21.076185 -9.484745 0.419 1.989 0.454 0.167
C 8.534897 -19.368252 -6.502660 0.143 -1.039 -0.667 0.156
C 7.480634 -20.224635 -6.148481 0.677 -1.091 -0.734 -0.270
C 6.722070 -19.932489 -5.028218 -0.162 -0.031 -0.153 -0.469
C 7.032442 -18.788221 -4.302458 -2.104 -0.947 1.300 -0.471
C 8.028619 -17.946906 -4.674239 1.197 1.911 1.434 -0.664
C 8.842891 -18.248570 -5.740381 0.754 0.523 -1.081 -0.293
H 12.210741 -14.238751 -12.015190 0.009 -0.368 -0.157 0.301
H 11.365419 -14.278218 -10.502491 -0.344 0.298 -0.470 0.506
H 10.487948 -14.250901 -12.071944 -0.790 0.077 -0.182 0.416
H 11.894343 -16.459921 -13.392973 -0.145 -0.171 -0.547 0.392
H 10.126221 -16.843721 -13.027796 1.254 -0.309 -0.106 0.316
H 11.507864 -17.941271 -12.534067 -0.108 -0.906 -0.102 -0.036
H 13.768945 -15.694158 -12.531040 0.512 -0.179 1.478 0.303
H 15.974424 -16.727976 -11.801294 -0.275 0.115 0.349 0.308
H 16.046070 -18.351702 -9.913458 -0.689 0.725 -0.408 0.326
H 16.379909 -17.714402 -6.570548 -0.395 0.499 0.571 0.425
H 18.770221 -18.327440 -6.359846 -0.373 -0.023 0.013 0.376
H 19.495814 -20.488140 -7.288077 1.034 -0.046 0.257 0.400
H 17.953129 -21.881347 -8.611771 0.439 0.361 0.066 0.391
H 15.637425 -21.205529 -8.855477 0.137 -0.236 -0.237 0.486
H 14.384734 -16.336655 -7.302931 0.245 0.247 0.134 0.465
H 13.632498 -14.843744 -5.446089 -0.599 -1.508 -0.009 0.297
H 12.076884 -15.917294 -3.670016 -0.289 0.130 -0.502 0.412
H 11.425698 -18.352703 -3.920882 0.122 0.274 0.056 0.382
H 12.253579 -19.626103 -5.700326 -0.314 -1.512 -0.297 0.243
H 7.290331 -18.329849 -8.684888 -0.691 0.011 0.402 0.020
H 6.904397 -16.298580 -10.052976 0.201 -0.046 0.025 0.388
H 8.763155 -15.414318 -11.424721 -0.017 0.375 0.019 0.309
H 10.526558 -22.444559 -8.349682 0.236 0.183 0.470 0.444
H 9.668515 -24.372483 -9.540742 -0.357 0.661 0.117 0.368
H 7.533984 -24.177760 -10.786612 -0.071 0.117 0.147 0.372
H 6.217536 -22.062261 -10.798305 1.006 0.115 0.819 0.292
H 7.114869 -20.110837 -9.421964 0.192 -1.068 -0.222 -0.447
H 7.394858 -21.192142 -6.739160 -0.382 1.450 0.830 0.131
H 5.868067 -20.541767 -4.728201 0.367 0.007 -0.098 0.422
H 6.429424 -18.612083 -3.380521 0.570 0.148 -0.862 0.303
H 8.221178 -17.059101 -4.009557 -0.049 -0.879 -0.934 0.324
H 9.722132 -17.618612 -6.039320 -1.037 -0.530 0.419 0.415
O 14.835351 -22.341048 -10.595192 0.124 0.065 -0.204 -0.574
S 13.658999 -22.517869 -11.500139 -0.281 -0.339 -0.457 0.144
C 12.808483 -20.918163 -11.577481 1.015 1.293 0.470 1.038
C 13.186321 -20.270180 -12.963183 -1.313 -0.897 1.368 -0.342
C 14.499642 -20.854800 -13.388971 0.792 1.244 -2.152 -0.476
C 14.283126 -22.325692 -13.257989 -0.408 -0.693 1.102 -0.935
H 13.241751 -20.354961 -10.675563 -0.747 -0.776 -1.250 -0.915
H 11.728494 -21.056400 -11.471640 0.168 0.027 0.152 0.285
H 13.133502 -19.205395 -12.927465 0.202 0.797 0.118 -0.069
H 12.358093 -20.593536 -13.603771 0.533 0.109 -0.347 0.357
H 15.367490 -20.488940 -12.774134 -0.835 -0.390 -0.540 0.239
H 14.659834 -20.546010 -14.500724 0.096 -0.564 1.816 0.329
H 15.157807 -22.947466 -13.241283 0.519 -0.293 -0.266 0.517
H 13.520891 -22.747529 -13.939517 0.300 0.322 0.307 0.357
F 9.046296 -20.319596 -14.974200 -0.746 0.520 0.607 -0.216
C 9.314542 -19.379405 -14.002489 1.692 0.286 -2.130 -0.173
F 10.705018 -19.268387 -14.177889 -0.727 -0.208 0.653 -0.193
F 8.889824 -18.157782 -14.462550 -0.442 -0.631 -0.217 -0.223
S 4.740275 -19.199395 -8.393893 0.194 -0.270 1.259 -0.437
P 4.033976 -18.950180 -10.173071 -1.618 -0.836 -1.030 0.835
S 5.330680 -18.461528 -11.597209 0.027 0.257 -0.299 -0.603
C 3.071187 -20.495744 -10.814070 0.075 0.522 1.386 0.228
C 1.997211 -21.010328 -10.023388 1.224 0.614 -1.318 -0.605
C 1.251813 -22.049486 -10.533509 0.721 -0.880 -0.794 -0.652
C 1.579586 -22.655193 -11.758686 1.129 0.821 -0.624 -0.324
C 2.689671 -22.161490 -12.509353 -1.866 -0.596 1.198 -0.665
C 3.432040 -21.099182 -12.009775 0.235 -0.240 0.015 -0.204
C 2.510978 -17.823048 -10.101326 1.907 -0.809 0.107 0.370
C 2.071968 -17.350440 -11.330100 -0.539 0.380 -0.775 -0.378
C 0.966567 -16.517156 -11.362925 0.517 0.688 0.109 -0.552
C 0.367935 -16.090386 -10.172992 -0.359 -0.576 -0.974 -0.428
C 0.859720 -16.536939 -8.962559 0.805 0.009 0.810 -0.501
C 1.962839 -17.420440 -8.879522 -0.428 1.195 -1.014 -0.262
H 1.815424 -20.603885 -9.039895 -0.116 0.147 0.036 0.397
H 0.498675 -22.527191 -9.960717 -0.783 -0.108 0.595 0.374
H 1.026388 -23.526698 -12.128166 0.115 0.456 0.176 0.344
H 2.876172 -22.610438 -13.467850 0.408 -0.125 -0.191 0.400
H 4.360495 -20.809531 -12.507789 -0.466 0.334 0.008 0.304
H 2.577913 -17.521219 -12.309890 -0.130 -0.311 1.213 0.259
H 0.745249 -16.014314 -12.304458 -0.434 -0.331 0.150 0.320
H -0.515289 -15.466600 -10.293430 0.258 0.193 0.527 0.351
H 0.532628 -16.061647 -8.042126 -0.346 -0.259 -0.032 0.330
H 2.478059 -17.578211 -7.921522 -0.350 -0.403 -0.591 0.342
```
Forces are in eV/Å.

total charge	-1
LUMO energy (alpha / beta)	2.2473 / 1.6330	eV
multiplicity	2
E_HOMO (alpha / beta)	-4.426 / -5.128	eV